Entry 1:
13
Properties=species:S:1:pos:R:3:forces:R:3:mulliken_charge:R:1 method="wB97M-V/def2-TZVPD" gap_ev=8.567 e_homo_ev=-8.184 spin_multiplicity=1 de_lowest_kcal_mol=76.22
C -1.78543 0.01995 0.19319 -0.100 -0.112 0.085 -1.231
C -0.39486 0.26025 -0.36826 -0.033 -1.403 -0.731 -0.403
C 0.78342 0.25540 0.60119 0.355 -0.392 -0.233 -0.434
C 1.83252 -0.24360 -0.35906 0.928 -0.622 -0.048 0.020
O 1.62488 -1.19710 -1.11152 0.865 0.630 0.608 -0.435
H -2.18831 0.80047 0.85949 0.243 -0.048 -0.131 0.316
H -1.80833 -0.92392 0.74954 -0.038 0.081 -0.014 0.311
H -2.49472 -0.08193 -0.63728 0.100 0.012 0.159 0.308
H 0.28509 -1.03485 -1.01599 -2.662 2.804 0.716 0.422
H -0.37018 1.23875 -0.91068 0.025 -0.974 -0.171 0.183
H 1.12154 1.16160 1.13421 -0.240 -0.163 -0.400 0.318
H 0.61796 -0.52510 1.35879 0.071 0.052 -0.120 0.267
H 2.77640 0.27008 -0.49360 0.487 0.135 0.281 0.357



Entry 2:
99
Properties=species:S:1:pos:R:3:forces:R:3:mulliken_charge:R:1 method="wB97M-V/def2-TZVPD" gap_ev=6.220 charge=-1 e_homo_ev=-6.239 spin_multiplicity=1 de_lowest_kcal_mol=162.69
C 17.21510 49.89945 42.08084 0.834 1.656 0.325 0.396
O 18.41984 49.84152 42.24553 3.715 -1.328 0.304 -0.638
O 16.65771 50.87291 42.82066 -0.885 2.005 2.911 0.119
O 16.48510 49.35174 41.31874 -2.695 -2.413 -2.873 -0.672
H 17.36047 51.04855 43.49721 -0.892 0.164 -0.739 -0.014
C 22.41724 47.20695 40.35875 1.941 3.548 2.654 -0.399
C 21.98917 48.26779 41.37192 0.993 2.088 2.259 0.061
C 22.91643 49.00320 42.35770 3.875 -7.780 -6.181 -0.741
C 24.47035 48.41849 42.26523 -2.362 -1.677 -3.208 0.114
C 24.99905 47.49982 41.11430 -16.839 4.408 2.827 -0.919
C 23.80784 46.95861 40.18954 2.275 0.234 1.447 -0.290
N 25.46401 48.79191 43.29983 1.240 3.203 0.401 0.842
O 26.66963 48.74561 42.94628 -2.408 -0.581 1.085 -0.543
O 25.09586 49.40175 44.36315 0.538 -2.298 -2.819 -0.569
H 21.64286 46.82793 39.70480 0.162 -0.235 0.068 0.411
H 20.87724 48.69545 41.51680 2.371 -1.494 -0.721 0.228
H 22.80139 49.53656 43.21311 -1.178 1.823 2.016 0.730
H 25.88822 47.31817 41.03683 9.715 -2.298 -1.018 0.788
H 24.15291 46.23831 39.36973 -0.634 1.157 1.271 0.266
C 20.58252 47.81731 48.72386 -3.852 1.470 -1.832 -0.293
C 21.55831 48.40372 47.95044 1.251 2.260 -4.277 -0.504
C 21.31551 49.49612 46.82951 -6.266 -2.021 3.241 -0.602
C 19.86313 49.98482 46.53513 2.745 -5.685 5.320 0.277
C 18.79003 49.19278 47.37298 0.337 -0.577 0.527 -0.165
C 19.17841 48.12114 48.43238 2.062 4.045 -3.169 -0.489
N 19.59505 51.07899 45.67827 -0.725 1.215 -1.547 1.003
O 20.54549 51.69283 45.12085 -2.274 -1.444 1.396 -0.540
O 18.37831 51.32657 45.54116 2.134 0.177 -0.174 -0.611
H 20.49670 47.09153 49.51004 1.764 -0.412 0.219 0.338
H 22.60480 48.02302 47.79522 -1.067 0.454 1.045 0.275
H 22.08088 49.89815 46.25517 1.495 0.497 -0.726 0.587
H 17.60208 49.38055 47.20821 3.318 -0.259 0.320 0.340
H 18.52310 47.62158 49.12573 -0.945 0.269 -0.520 0.374
C 21.49349 52.67005 42.10106 -3.538 0.528 -1.458 -0.417
C 19.98724 52.50851 41.88975 2.219 0.382 -5.159 -0.225
C 19.58317 52.36268 40.42564 5.580 0.442 2.821 -0.253
C 20.53359 52.39999 39.27121 1.214 3.205 5.031 0.063
C 21.84605 52.97217 39.59851 -1.941 -2.620 3.998 -0.729
C 22.38166 52.98032 41.06516 -4.033 -1.211 -2.764 -0.400
N 19.98254 52.33462 37.94652 0.354 -0.962 -4.841 0.747
O 20.68001 52.60592 36.80192 -2.460 -0.791 5.532 -0.571
O 18.83541 51.86314 37.87909 2.043 1.262 -0.120 -0.440
H 21.94196 52.63683 43.07102 -0.275 -0.050 0.669 0.479
H 19.10430 52.60822 42.55519 1.355 -0.582 0.000 0.331
H 18.65445 52.00984 40.29414 -3.447 -0.804 -0.680 0.514
H 22.44412 53.06351 38.78008 2.037 0.735 -1.918 0.498
H 23.36234 53.07047 41.48147 0.881 0.455 -1.118 0.376
C 15.61482 47.08685 45.60656 -6.259 -1.297 0.150 -0.593
C 14.60333 46.16121 46.18355 -4.200 6.581 -11.373 -0.904
C 13.25892 45.89453 45.32913 5.066 5.145 -0.304 -0.420
C 12.97902 46.95220 44.27587 5.805 -0.284 0.908 -0.003
C 14.11134 47.90296 43.67364 1.068 -7.670 11.979 -0.906
C 15.31304 47.96235 44.55714 -0.701 0.599 -3.646 0.101
N 11.72339 47.00945 43.63969 -3.580 0.283 -0.590 0.929
O 10.97588 46.02970 43.82842 0.862 1.013 -0.513 -0.603
O 11.32271 48.05261 43.05929 1.568 -2.161 1.037 -0.533
H 16.50937 47.17440 46.08118 2.502 0.195 1.273 0.742
H 14.91218 45.53359 46.78850 2.437 -6.066 6.055 0.553
H 12.83073 44.92950 45.38330 -1.188 -0.306 0.392 0.418
H 13.77528 48.46169 43.00049 -1.950 5.007 -5.858 1.018
H 16.15130 48.66144 44.21856 -1.368 -0.985 0.413 0.197
C 14.91723 52.11501 37.14806 -3.314 0.289 0.632 -0.293
C 13.43955 52.53340 36.79515 1.246 -1.744 5.313 -0.621
C 12.39162 52.37280 37.97967 2.198 -0.327 -2.774 -0.515
C 12.77602 51.68060 39.28459 2.456 1.642 -2.591 -0.012
C 14.20562 51.32909 39.51804 1.510 -1.065 -1.878 0.522
C 15.27496 51.54852 38.41785 -4.202 2.122 -0.278 -0.518
N 11.75575 51.71454 40.38477 0.562 -2.763 3.004 0.748
O 10.97055 52.66004 40.44474 1.335 -1.995 -0.179 -0.501
O 11.84404 50.71765 41.28527 -0.533 4.376 -3.863 -0.393
H 15.75195 52.24755 36.42561 -0.927 0.115 0.395 0.386
H 13.21565 53.05017 35.82805 -0.018 -0.702 1.198 0.321
H 11.30542 52.71415 37.62382 2.491 -0.899 1.600 0.246
H 14.78705 50.64150 40.32203 -2.236 1.873 -0.943 0.292
H 16.34821 51.63878 38.59346 -0.334 -1.056 0.587 0.259
C 18.35802 46.98987 39.93870 1.103 -4.587 -1.110 -0.194
O 18.39142 45.69217 39.93917 -0.876 3.738 1.120 -0.732
N 18.77868 47.55561 38.79933 0.097 1.261 -1.904 0.184
C 19.06924 48.98305 38.66892 -3.007 -1.266 6.326 -1.339
C 18.82994 46.68360 37.59424 -1.503 -2.433 0.907 -0.863
H 18.07165 47.66117 40.75188 0.030 -0.083 0.122 0.561
H 19.60839 49.12501 37.89736 4.787 0.613 -5.254 0.971
H 19.63760 49.25284 39.65419 -1.535 0.404 -1.914 0.021
H 18.19765 49.54328 38.33511 -0.500 0.340 1.213 0.448
H 18.95272 47.05865 36.52027 -0.071 0.457 2.022 0.300
H 17.76514 46.12331 37.68066 2.634 0.828 -0.676 0.274
H 19.63959 45.91256 37.82983 -1.197 0.738 -0.738 0.271
C 12.23669 54.62620 43.28555 1.603 1.649 -2.798 0.036
O 11.85210 55.70157 42.83475 0.293 -0.017 0.764 -0.623
N 13.49527 54.13281 43.01496 1.027 -1.000 1.540 0.104
C 13.83150 52.69665 43.28233 -2.337 -0.073 -4.022 -0.627
C 14.64691 54.93756 42.48806 -4.037 -9.839 -10.519 -1.013
H 11.50264 53.99226 43.71605 -0.231 -1.295 0.898 0.388
H 14.19560 52.36524 42.24357 -0.947 -0.132 1.085 0.048
H 12.86406 52.10494 43.50465 1.936 0.852 0.054 0.189
H 14.74304 52.48033 43.75341 0.769 0.095 1.949 0.476
H 14.94818 55.48043 43.10981 2.515 11.061 8.471 0.672
H 14.55029 55.07021 41.25972 0.401 0.481 3.670 0.244
H 15.65311 54.47383 42.70439 -0.981 -1.873 -1.179 0.152



Entry 3:
16
Properties=species:S:1:pos:R:3:forces:R:3:mulliken_charge:R:1 method="wB97M-V/def2-TZVPD" gap_ev=7.841 charge=-1 e_homo_ev=-3.812 spin_multiplicity=1 de_lowest_kcal_mol=70.70
C 0.19956 -1.53382 -1.51559 0.342 1.235 1.753 -0.818
N -0.46603 -0.32354 -1.03816 0.146 -0.622 0.200 -0.498
C 0.02991 -0.08321 0.35795 0.003 2.537 -1.706 0.147
C -1.12219 0.76421 0.81229 -1.271 1.411 0.814 -0.628
O -0.92201 1.70711 1.84703 -0.987 0.556 0.398 -0.579
C 1.42921 0.66565 0.45771 -0.831 -1.851 -2.182 0.464
O 1.93197 0.79352 1.58013 0.019 0.599 0.561 -0.754
O 1.87395 0.79121 -0.70717 1.198 1.185 0.584 -0.710
H -0.17888 -1.70963 -2.53990 1.139 -0.368 0.333 0.345
H -0.25184 -2.21537 -0.78985 0.280 -1.044 -0.642 0.267
H 1.30446 -1.37797 -1.15377 -1.357 -0.899 -2.008 0.260
H -0.37806 0.47012 -1.69749 0.639 -0.542 1.254 0.264
H 0.25757 -1.01528 0.90812 -1.002 0.230 -0.237 0.379
H -1.73018 1.39689 0.07775 1.673 -0.986 -0.041 0.234
H -1.86553 0.05701 1.07562 -1.167 -0.819 0.888 0.273
H -0.11189 1.61311 2.32532 1.175 -0.621 0.032 0.354



Entry 4:
17
Properties=species:S:1:pos:R:3:forces:R:3:mulliken_charge:R:1 method="wB97M-V/def2-TZVPD" gap_ev=10.781 e_homo_ev=-9.765 spin_multiplicity=1 de_lowest_kcal_mol=19.43
C -1.68440 -0.38515 0.47594 -0.021 0.052 0.031 -1.352
C -1.07261 0.75364 -0.30820 -0.106 0.051 -0.023 0.199
C 0.04424 1.54945 0.30149 0.121 0.117 0.100 -0.687
C 0.33322 0.61160 -0.83883 0.069 -0.064 -0.157 0.010
C 1.05497 -0.72305 -0.71663 -0.083 -0.098 -0.139 -0.786
C 1.62432 -1.14857 0.61680 0.193 0.277 0.173 -0.124
O 2.11526 -0.39314 1.42001 -0.156 -0.412 -0.181 -0.476
H -2.49730 -0.02724 1.11102 -0.016 0.025 -0.057 0.376
H -0.94989 -0.83382 1.15606 -0.111 -0.034 -0.191 0.256
H -2.09759 -1.15997 -0.18471 0.164 0.107 0.163 0.305
H -1.76583 1.29648 -0.94937 0.104 -0.109 0.125 0.390
H 0.11495 2.61023 0.07992 -0.068 -0.146 0.057 0.276
H 0.38397 1.27827 1.29601 -0.054 -0.017 -0.182 0.191
H 0.51399 1.10316 -1.79373 -0.027 -0.108 0.200 0.343
H 1.88657 -0.74829 -1.43168 0.117 0.060 0.186 0.479
H 0.40580 -1.53116 -1.05241 -0.175 -0.104 -0.045 0.260
H 1.59034 -2.25245 0.81830 0.050 0.402 -0.060 0.339